[1]
This record from the Open Molecules 2025 dataset describes a cluster of 2 separate species, C4H8O2 in total. The level of theory is wB97M-V/def2-TZVPD.

Each line ends with the Löwdin charge.
Geometry (Å):
O1 1.1561 -0.1643 0.2514  0.02
O2 1.9990 -2.7051 -1.6777  -0.01
C1 0.2138 0.2308 -0.3983  -0.27
C2 -1.1322 2.0190 0.6392  -0.10
C3 -1.1293 0.5467 0.2043  -0.22
C4 1.7916 -2.6147 -0.4934  -0.18
H1 -2.1275 2.3230 0.9734  0.07
H2 -1.2836 -0.1080 1.0682  0.12
H3 0.7808 -2.7642 -0.0596  0.08
H4 -0.4272 2.1661 1.4635  0.08
H5 -1.9153 0.3580 -0.5360  0.11
H6 -0.8343 2.6757 -0.1870  0.08
H7 0.3200 0.4246 -1.4882  0.13
H8 2.5881 -2.3875 0.2403  0.08

Atoms 1-6, force components in eV/Å:
O -0.43 0.21 -0.29
O -0.10 0.03 0.56
C 0.22 -0.05 0.24
C 0.00 0.09 0.02
C 0.01 -0.10 0.00
C 0.07 -0.13 -0.31

- Structure (SMILES): CCC=O.C=O
- Total charge: 0
- E_HOMO: -9.788 eV
- DFT total energy: -8371.3545 eV
- Frontier orbital gap: 10.502 eV
- Relative energy (zero: lowest compared OMol25 entry of this formula, charge and spin): 44.4 kcal per mole

***

[2]
This record from the Open Molecules 2025 dataset describes a cluster of 2 separate species, C4H8O2 in total. The level of theory is wB97M-V/def2-TZVPD.

Each line ends with the Löwdin charge.
Geometry (Å):
O1 -0.4372 1.9568 0.2249  0.02
O2 2.9459 -1.0765 -0.1965  0.06
C1 0.6425 -1.1581 0.4907  -0.14
C2 -0.4931 -0.4030 -0.2525  -0.15
C3 2.0090 -0.5230 0.3273  -0.28
C4 -0.1255 1.0426 -0.5006  -0.31
H1 -3.3951 1.3983 -0.2766  0.05
H2 -2.7791 1.6939 0.0183  0.02
H3 -1.4161 -0.4329 0.3328  0.10
H4 -0.6732 -0.8850 -1.2193  0.12
H5 2.1029 0.5116 0.7479  0.13
H6 0.7079 -2.1932 0.1448  0.12
H7 0.4181 -1.1611 1.5650  0.12
H8 0.4930 1.2296 -1.4060  0.13

Atoms 1-6, force components in eV/Å:
O 0.15 -0.38 -0.32
O -0.42 0.37 0.28
C 0.07 -0.11 0.00
C -0.07 0.05 0.01
C 0.20 -0.17 -0.09
C -0.08 0.27 0.22

- Structure (SMILES): O=CCCC=O.[H][H]
- Total charge: 0
- E_HOMO: -10.078 eV
- DFT total energy: -8370.8106 eV
- Frontier orbital gap: 10.645 eV
- Relative energy (zero: lowest compared OMol25 entry of this formula, charge and spin): 57.0 kcal per mole

***

Copy entry 2 word for word.
This record from the Open Molecules 2025 dataset describes a cluster of 2 separate species, C4H8O2 in total. The level of theory is wB97M-V/def2-TZVPD.

Each line ends with the Löwdin charge.
Geometry (Å):
O1 -0.4372 1.9568 0.2249  0.02
O2 2.9459 -1.0765 -0.1965  0.06
C1 0.6425 -1.1581 0.4907  -0.14
C2 -0.4931 -0.4030 -0.2525  -0.15
C3 2.0090 -0.5230 0.3273  -0.28
C4 -0.1255 1.0426 -0.5006  -0.31
H1 -3.3951 1.3983 -0.2766  0.05
H2 -2.7791 1.6939 0.0183  0.02
H3 -1.4161 -0.4329 0.3328  0.10
H4 -0.6732 -0.8850 -1.2193  0.12
H5 2.1029 0.5116 0.7479  0.13
H6 0.7079 -2.1932 0.1448  0.12
H7 0.4181 -1.1611 1.5650  0.12
H8 0.4930 1.2296 -1.4060  0.13

Atoms 1-6, force components in eV/Å:
O 0.15 -0.38 -0.32
O -0.42 0.37 0.28
C 0.07 -0.11 0.00
C -0.07 0.05 0.01
C 0.20 -0.17 -0.09
C -0.08 0.27 0.22

- Structure (SMILES): O=CCCC=O.[H][H]
- Total charge: 0
- E_HOMO: -10.078 eV
- DFT total energy: -8370.8106 eV
- Frontier orbital gap: 10.645 eV
- Relative energy (zero: lowest compared OMol25 entry of this formula, charge and spin): 57.0 kcal per mole

***

Which formula does entry 2 have?
C4H8O2

***

Please write out number 1 again, unchanged.
This record from the Open Molecules 2025 dataset describes a cluster of 2 separate species, C4H8O2 in total. The level of theory is wB97M-V/def2-TZVPD.

Each line ends with the Löwdin charge.
Geometry (Å):
O1 1.1561 -0.1643 0.2514  0.02
O2 1.9990 -2.7051 -1.6777  -0.01
C1 0.2138 0.2308 -0.3983  -0.27
C2 -1.1322 2.0190 0.6392  -0.10
C3 -1.1293 0.5467 0.2043  -0.22
C4 1.7916 -2.6147 -0.4934  -0.18
H1 -2.1275 2.3230 0.9734  0.07
H2 -1.2836 -0.1080 1.0682  0.12
H3 0.7808 -2.7642 -0.0596  0.08
H4 -0.4272 2.1661 1.4635  0.08
H5 -1.9153 0.3580 -0.5360  0.11
H6 -0.8343 2.6757 -0.1870  0.08
H7 0.3200 0.4246 -1.4882  0.13
H8 2.5881 -2.3875 0.2403  0.08

Atoms 1-6, force components in eV/Å:
O -0.43 0.21 -0.29
O -0.10 0.03 0.56
C 0.22 -0.05 0.24
C 0.00 0.09 0.02
C 0.01 -0.10 0.00
C 0.07 -0.13 -0.31

- Structure (SMILES): CCC=O.C=O
- Total charge: 0
- E_HOMO: -9.788 eV
- DFT total energy: -8371.3545 eV
- Frontier orbital gap: 10.502 eV
- Relative energy (zero: lowest compared OMol25 entry of this formula, charge and spin): 44.4 kcal per mole

***

Copy entry 2 word for word.
This record from the Open Molecules 2025 dataset describes a cluster of 2 separate species, C4H8O2 in total. The level of theory is wB97M-V/def2-TZVPD.

Each line ends with the Löwdin charge.
Geometry (Å):
O1 -0.4372 1.9568 0.2249  0.02
O2 2.9459 -1.0765 -0.1965  0.06
C1 0.6425 -1.1581 0.4907  -0.14
C2 -0.4931 -0.4030 -0.2525  -0.15
C3 2.0090 -0.5230 0.3273  -0.28
C4 -0.1255 1.0426 -0.5006  -0.31
H1 -3.3951 1.3983 -0.2766  0.05
H2 -2.7791 1.6939 0.0183  0.02
H3 -1.4161 -0.4329 0.3328  0.10
H4 -0.6732 -0.8850 -1.2193  0.12
H5 2.1029 0.5116 0.7479  0.13
H6 0.7079 -2.1932 0.1448  0.12
H7 0.4181 -1.1611 1.5650  0.12
H8 0.4930 1.2296 -1.4060  0.13

Atoms 1-6, force components in eV/Å:
O 0.15 -0.38 -0.32
O -0.42 0.37 0.28
C 0.07 -0.11 0.00
C -0.07 0.05 0.01
C 0.20 -0.17 -0.09
C -0.08 0.27 0.22

- Structure (SMILES): O=CCCC=O.[H][H]
- Total charge: 0
- E_HOMO: -10.078 eV
- DFT total energy: -8370.8106 eV
- Frontier orbital gap: 10.645 eV
- Relative energy (zero: lowest compared OMol25 entry of this formula, charge and spin): 57.0 kcal per mole